Formula: C39H93N3O15
Source: OMol25
Level of theory: ωB97M-V/def2-TZVPD

Properties
LUMO (Eh): 0.014
E_HOMO (eV): -8.02
Net charge: 0
Energy above the lowest of the compared OMol25 structures with the same formula, charge and spin (kcal/mol): 45.99
SMILES string: CC1(C)CCCC(C)(C)N1O.CC1(C)CCCC(C)(C)N1O.CC1(C)CCCC(C)(C)N1O.OCCO.OCCO.OCCO.OCCO.OCCO.OCCO

Geometry as XYZ:
```
150
C39H93N3O15 ωB97M-V/def2-TZVPD
C 3.331 -5.197 -4.059
C 1.830 -5.118 -3.601
C 1.442 -6.243 -2.662
C 1.594 -3.811 -2.822
C 1.566 -2.545 -3.682
C 0.489 -2.746 -4.800
C 0.689 -4.005 -5.655
C -0.677 -4.174 -6.421
C 1.780 -3.815 -6.717
N 0.933 -5.119 -4.775
O 0.692 -6.396 -5.318
H 3.981 -5.286 -3.193
H 3.386 -6.051 -4.742
H 3.591 -4.408 -4.765
H 2.109 -6.549 -1.855
H 0.503 -5.926 -2.200
H 1.262 -7.193 -3.170
H 0.644 -3.873 -2.278
H 2.290 -3.750 -1.978
H 1.288 -1.733 -3.011
H 2.525 -2.391 -4.175
H 0.761 -1.878 -5.411
H -0.533 -2.620 -4.451
H -1.401 -4.762 -5.859
H -0.435 -4.712 -7.340
H -1.109 -3.228 -6.745
H 2.096 -4.818 -7.012
H 2.552 -3.124 -6.382
H 1.391 -3.421 -7.660
H 0.033 -6.763 -4.719
C -4.302 5.500 0.099
C -4.064 4.208 -0.739
C -3.545 4.757 -2.102
C -2.837 3.457 -0.178
C -3.175 2.590 1.057
C -4.221 1.564 0.552
C -5.453 2.112 -0.195
C -5.870 0.976 -1.115
C -6.455 2.422 0.988
N -5.101 3.260 -1.029
O -6.293 3.908 -1.460
H -4.891 5.156 0.958
H -3.397 5.991 0.437
H -5.006 6.125 -0.450
H -3.306 3.928 -2.768
H -4.341 5.328 -2.598
H -2.804 5.554 -2.020
H -2.421 2.776 -0.922
H -2.104 4.171 0.202
H -2.477 1.988 1.634
H -3.696 3.252 1.758
H -4.478 1.078 1.496
H -3.744 0.812 -0.083
H -5.102 0.842 -1.873
H -6.823 1.237 -1.588
H -6.044 0.015 -0.632
H -6.092 3.272 1.574
H -6.597 1.625 1.710
H -7.338 2.823 0.485
H -6.290 3.769 -2.417
C 2.084 6.261 5.820
C 2.205 4.784 6.174
C 3.495 4.523 6.969
C 0.981 4.390 6.999
C -0.335 4.429 6.256
C -0.267 3.396 5.144
C 0.937 3.694 4.196
C 1.146 2.398 3.369
C 0.632 4.825 3.260
N 2.179 3.918 4.963
O 3.281 4.031 4.114
H 2.791 6.538 5.031
H 1.102 6.701 5.673
H 2.523 6.833 6.648
H 3.356 3.550 7.452
H 4.421 4.506 6.401
H 3.557 5.186 7.833
H 1.240 3.420 7.444
H 0.933 4.935 7.950
H -1.095 4.138 6.984
H -0.633 5.361 5.774
H -1.180 3.269 4.564
H -0.055 2.431 5.615
H 0.247 2.082 2.837
H 1.563 1.597 3.975
H 1.853 2.648 2.573
H 0.683 5.802 3.728
H -0.335 4.653 2.778
H 1.331 4.715 2.422
H 3.995 3.513 4.504
O 4.748 -4.946 1.249
C 3.961 -4.392 0.224
C 4.647 -3.218 -0.492
O 4.307 -1.912 -0.010
H 4.855 -4.335 1.992
H 3.733 -5.130 -0.546
H 2.991 -4.084 0.638
H 4.574 -3.200 -1.583
H 5.718 -3.338 -0.304
H 3.390 -1.970 0.279
O 2.797 -2.543 2.974
C 3.727 -1.865 3.833
C 5.134 -1.795 3.310
O 5.713 -3.100 3.394
H 2.968 -3.481 3.135
H 3.284 -0.876 3.953
H 3.747 -2.297 4.837
H 5.827 -1.197 3.916
H 5.212 -1.388 2.297
H 6.623 -3.133 3.091
O -3.880 -0.651 -5.986
C -2.861 -1.084 -5.111
C -2.959 -0.363 -3.790
O -3.866 -0.981 -2.899
H -3.884 -1.165 -6.798
H -2.624 -2.145 -4.957
H -1.877 -0.870 -5.563
H -3.203 0.698 -3.917
H -1.970 -0.296 -3.334
H -4.654 -1.330 -3.324
O 0.431 -1.425 1.923
C 0.272 -1.466 0.521
C -0.220 -0.137 -0.032
O 0.865 0.591 -0.609
H 1.371 -1.425 2.138
H 1.194 -1.720 -0.017
H -0.415 -2.289 0.294
H -0.749 0.475 0.701
H -0.859 -0.319 -0.907
H 0.676 1.540 -0.614
O 0.089 3.243 -0.154
C 0.160 4.325 -1.085
C 0.104 3.861 -2.533
O 1.194 2.973 -2.840
H 0.423 3.624 0.665
H -0.695 4.988 -0.943
H 1.160 4.751 -0.970
H 0.106 4.732 -3.193
H -0.800 3.283 -2.747
H 0.801 2.308 -3.408
O 0.240 -4.573 2.068
C -0.128 -5.245 0.849
C -1.190 -6.326 1.075
O -0.471 -7.429 1.673
H 0.486 -3.660 1.889
H -0.530 -4.469 0.187
H 0.828 -5.622 0.482
H -1.783 -6.578 0.200
H -1.882 -5.976 1.849
H 0.169 -7.016 2.260
```